{
  "formula": "C5H7NO",
  "method": "ωB97M-V/def2-TZVPD",
  "lumo_ev": 0.9557,
  "gap_ev": 9.460,
  "largest_force_ev_per_a": 0.41,
  "e_above_lowest_kj_mol": 229.4,
  "smiles": "CC(=O)[C@@H]1C=C1N",
  "total_charge": 0,
  "symbols": ["C", "H", "C", "C", "O", "C", "H", "H", "H", "H", "C", "H", "H", "N"],
  "positions_angstrom": [[0.917100, 0.314596, 0.387872], [-2.040301, -1.213342, 1.402871], [-1.226992, 0.858472, -1.002976], [-0.143012, -0.115161, -0.593847], [0.643302, 0.953046, 1.384831], [-1.568903, -0.057805, -0.159227], [0.187419, -0.882982, -1.304892], [3.021124, 0.259312, 0.830378], [2.630956, 0.303193, -0.915292], [-1.420501, 1.722626, -1.615049], [2.335664, -0.100277, 0.060861], [2.404187, -1.192675, -0.011411], [-3.299406, -0.247140, 0.846473], [-2.457834, -0.754491, 0.605263]],
  "forces_ev_per_angstrom": [[-0.0503, 0.1060, 0.1682], [-0.0569, 0.0301, -0.0979], [-0.2774, -0.0376, 0.1372], [0.2199, -0.1922, 0.0311], [0.1059, -0.2166, -0.3332], [0.0711, 0.2025, -0.2152], [-0.0500, 0.1135, 0.1032], [-0.1130, -0.0420, -0.1014], [-0.0811, -0.0594, 0.1254], [0.0303, -0.1491, 0.1062], [0.0776, 0.0153, 0.0552], [-0.0477, 0.1587, 0.0012], [0.1159, -0.0734, -0.0450], [0.0559, 0.1442, 0.0649]],
  "lowdin_charge": [-0.432, 0.100, 0.060, -0.167, 0.070, -0.305, 0.121, 0.080, 0.087, 0.097, -0.024, 0.084, 0.100, 0.128]
}